# C28H72CaN3O12

C28H72CaN3O12 as an isolated structure (wB97M-V/def2-TZVPD, the OMol25 dataset).

Structure (XYZ):
```
116
Properties=species:S:1:pos:R:3
Ca -11.323 -14.011 -30.091
C -14.062 -11.655 -32.122
C -13.379 -12.761 -31.400
O -13.212 -12.605 -30.201
O -12.944 -13.780 -31.991
H -14.007 -11.994 -33.157
H -13.526 -10.724 -31.943
H -15.099 -11.616 -31.787
C -11.162 -10.701 -34.559
O -10.037 -10.795 -33.727
H -11.581 -9.698 -34.480
H -10.870 -10.819 -35.602
H -11.976 -11.401 -34.369
H -9.417 -10.069 -33.829
C -13.511 -13.780 -35.767
O -12.908 -14.514 -34.702
H -12.849 -12.932 -35.942
H -13.488 -14.294 -36.728
H -14.515 -13.427 -35.534
H -13.059 -14.199 -33.808
C -11.230 -16.637 -32.186
O -10.542 -15.441 -31.764
C -9.787 -14.784 -32.777
C -8.925 -13.630 -32.124
N -9.801 -12.645 -31.431
C -9.017 -11.794 -30.541
C -9.954 -11.170 -29.519
O -10.583 -12.187 -28.755
C -11.361 -11.651 -27.709
H -11.745 -16.966 -31.283
H -10.537 -17.413 -32.509
H -11.988 -16.474 -32.953
H -10.361 -14.373 -33.608
H -9.090 -15.531 -33.156
H -8.450 -13.041 -32.909
H -8.127 -13.990 -31.474
H -10.109 -12.117 -32.236
H -8.465 -11.011 -31.062
H -8.348 -12.426 -29.957
H -10.735 -10.617 -30.041
H -9.474 -10.527 -28.781
H -10.721 -11.297 -26.901
H -11.881 -12.512 -27.288
H -12.047 -10.877 -28.054
C -22.266 -10.893 -24.192
O -22.046 -11.981 -25.023
C -20.722 -12.239 -25.341
C -20.636 -13.502 -26.234
N -19.255 -13.821 -26.580
C -19.400 -14.849 -27.631
C -18.085 -15.301 -28.243
O -17.546 -14.334 -29.119
C -16.548 -14.882 -29.973
H -22.366 -9.973 -24.769
H -21.429 -10.730 -23.513
H -23.131 -11.103 -23.564
H -20.187 -12.439 -24.412
H -20.311 -11.389 -25.884
H -21.344 -13.433 -27.059
H -21.033 -14.267 -25.567
H -18.858 -13.004 -27.021
H -19.994 -14.418 -28.438
H -19.953 -15.710 -27.256
H -18.393 -16.134 -28.875
H -17.389 -15.684 -27.497
H -15.886 -14.075 -30.285
H -16.978 -15.325 -30.871
H -15.882 -15.564 -29.445
C -15.825 -15.386 -33.614
O -17.072 -15.918 -33.274
C -17.301 -17.256 -33.652
C -18.720 -17.523 -33.194
N -19.784 -16.920 -34.026
C -21.140 -17.322 -33.574
C -21.541 -16.835 -32.162
O -21.225 -17.884 -31.233
C -21.415 -17.554 -29.874
H -15.827 -14.296 -33.636
H -15.497 -15.728 -34.596
H -15.150 -15.787 -32.858
H -16.646 -18.003 -33.203
H -17.252 -17.428 -34.727
H -18.802 -17.213 -32.153
H -18.862 -18.604 -33.182
H -19.659 -15.930 -34.184
H -21.253 -18.406 -33.573
H -21.901 -17.075 -34.314
H -22.607 -16.609 -32.144
H -21.034 -15.919 -31.859
H -20.696 -16.809 -29.532
H -21.237 -18.424 -29.243
H -22.449 -17.230 -29.755
C -19.028 -10.644 -36.289
C -17.530 -11.072 -36.324
C -16.862 -10.834 -34.938
O -17.403 -12.423 -36.692
H -19.198 -9.686 -36.782
H -19.545 -10.725 -35.333
H -19.647 -11.313 -36.887
H -17.045 -10.479 -37.099
H -17.170 -9.919 -34.432
H -15.772 -10.830 -34.944
H -17.209 -11.632 -34.280
H -17.594 -13.021 -35.966
C -16.076 -10.959 -28.875
C -17.555 -10.893 -29.202
C -17.806 -11.299 -30.672
O -18.207 -11.737 -28.305
H -15.712 -11.919 -29.243
H -15.969 -10.856 -27.795
H -15.451 -10.190 -29.328
H -17.946 -9.886 -29.057
H -18.878 -11.473 -30.762
H -17.278 -12.201 -30.982
H -17.470 -10.490 -31.321
H -17.922 -12.585 -28.653
```

Output
electronic energy: -77678.4835 eV
HOMO energy (spin up / spin down): -0.113 / -0.311 hartree
net charge: 0
orbital gap (spin up / spin down): 3.068 / 8.457 eV
expectation value of S²: 0.7503
spin multiplicity: 2

***

# C3H3NO4

C3H3NO4 in the gas phase (wB97M-V/def2-TZVPD, the OMol25 dataset).

Structure (XYZ):
```
11
Properties=species:S:1:pos:R:3
O 1.947 1.981 -0.506
N 1.004 1.631 0.606
C 0.570 0.253 0.461
O 0.079 -0.240 1.521
C -1.104 -0.942 0.977
C -1.070 -0.882 -0.359
O -1.723 -1.513 -1.312
O 0.225 -0.331 -0.796
H 1.544 1.694 -1.446
H -2.136 -1.253 1.591
H -1.032 -1.611 -2.118
```

Output
electronic energy: -12833.4379 eV
HOMO energy: -0.324 hartree
net charge: 0
orbital gap: 8.839 eV
SMILES: O/N=c1/occ(O)o1
ΔE to the lowest compared entry with this formula, charge and spin: 664.3 kJ/mol